(A)
Below is 2 unconnected molecules or ions with the total composition C2H7NO3, with properties calculated with ωB97M-V/def2-TZVPD.

ORCA input file:
```
! RIJCOSX wB97M-V def2-TZVPD def2/J DEFGRID3
* xyz 0 1
H -0.4720 -2.4490 -0.7534
N 0.4321 -2.2676 -1.1489
C 0.1832 -0.1441 0.1549
O -0.9056 2.5810 1.3191
H -0.5621 3.4581 1.4905
H 1.7428 -0.5845 -1.2233
O -1.1265 0.1116 0.1413
H -1.4084 0.9573 0.5751
H 1.1554 -2.7132 -0.6103
H -0.8312 2.1452 2.1613
C 0.6818 -0.8000 -1.1318
O 0.9165 0.1497 1.0602
H 0.1939 -0.4446 -2.0345
*
```

The value obtained for the HOMO energy is -9.340 eV. The gap between HOMO and LUMO is 0.362 Eh. The structure (SMILES) is NCC(=O)O.O.


(B)
Below is 2 unconnected molecules or ions with the total composition C2H7NO3, with properties calculated with ωB97M-V/def2-TZVPD.

ORCA input file:
```
! RIJCOSX wB97M-V def2-TZVPD def2/J DEFGRID3
* xyz 0 1
H 1.2678 0.0467 -0.8162
H 0.2567 -2.3293 -1.8795
H -1.4530 -0.7569 2.2941
O -0.6386 1.0367 -1.0274
C -0.1880 0.6536 0.0285
N -0.7501 0.9315 1.2271
H -0.8688 0.5732 3.2634
H 1.3864 -2.1138 -2.8958
O 0.9785 -0.0450 0.1071
H -1.3670 1.7067 1.1568
O 0.8455 -1.6596 -2.2434
C -0.7085 0.0287 2.3483
H 0.2906 -0.3821 2.4316
*
```

The value obtained for the HOMO energy is -9.540 eV. The gap between HOMO and LUMO is 0.375 Eh. The structure (SMILES) is CNC(=O)O.O.


(C)
Below is 2 unconnected molecules or ions with the total composition C2H7NO3, with properties calculated with ωB97M-V/def2-TZVPD.

ORCA input file:
```
! RIJCOSX wB97M-V def2-TZVPD def2/J DEFGRID3
* xyz 0 1
H -0.9336 -2.3238 0.4728
O -0.0204 2.2361 -2.1828
H -0.6833 0.6299 0.2289
N 1.1057 -2.0830 0.6475
C 0.2740 1.5505 -1.2529
H 1.8022 -1.5234 1.1945
H 1.0948 0.9557 -1.1479
O -0.5139 -0.5843 1.4591
H -0.2077 -0.4431 2.2841
H 1.2140 -1.5175 -0.2470
C -0.2396 -1.9771 1.1718
H -0.2935 -2.4944 2.2042
O -0.7081 1.3304 -0.4058
*
```

The value obtained for the HOMO energy is -10.333 eV. The gap between HOMO and LUMO is 0.394 Eh. The structure (SMILES) is O=CO.NCO.


(D)
Below is 2 unconnected molecules or ions with the total composition C2H7NO3, with properties calculated with ωB97M-V/def2-TZVPD.

ORCA input file:
```
! RIJCOSX wB97M-V def2-TZVPD def2/J DEFGRID3
* xyz 0 1
O 0.4558 1.3019 -0.1449
H 1.3153 1.7654 -0.5121
C -0.5288 -0.9289 2.2393
H -0.0896 0.5082 1.2832
C 0.2186 0.0035 -0.8509
N -0.1748 0.2656 -2.1908
O 0.4076 -1.5355 1.8143
H -0.7609 -0.1897 -0.3427
H 1.1128 -0.6804 -0.8514
O -0.9154 0.2796 1.7800
H -0.1277 -0.5635 -2.7398
H -1.0093 -1.3382 3.1463
H 0.0965 1.1120 -2.6303
*
```

The value obtained for the HOMO energy is -9.246 eV. The gap between HOMO and LUMO is 0.363 Eh. The structure (SMILES) is O=CO.NCO.


In eV, relative to the most stable structure: (A) 0.429; (B) 0.000; (C) 1.561; (D) 1.776.